ORCA calculation (the ωB97M-V functional and the def2-TZVPD basis) on C4H7N3 in the gas phase.

Values from the calculation:
LUMO	0.5	eV
maximum force	6.9	eV Å⁻¹
energy relative to the best compared isomer or geometry (same formula, charge and spin)	105.22	kcal per mole
HOMO-LUMO gap	8.991	eV

XYZ file:
```
14
C4H7N3 (the ωB97M-V functional and the def2-TZVPD basis)
C -1.124 -0.929 0.736
C 0.013 1.381 0.185
C -0.395 -0.020 -0.217
C 0.797 -0.588 -1.040
N 0.838 1.534 1.091
N -1.117 0.977 -0.855
N 1.852 -1.061 -0.495
H 1.461 2.342 0.991
H -0.826 1.415 -1.725
H 1.817 -0.919 0.526
H 0.653 -0.634 -2.128
H -0.512 -1.780 1.048
H -1.437 -0.411 1.645
H -2.021 -1.307 0.239
```